Record 1
Computed, not measured: a cluster of 7 separate species, C30H80N6O11 in total, with the ωB97M-V functional and the def2-TZVPD basis.

As for the highest occupied orbital energy: -7.85 eV. The electronic energy is -2346.1076 hartree. As for the net charge: 0. For the gap between HOMO and LUMO, the calculation gives 0.292 hartree. The LUMO energy comes out at 0.1 eV. The energy above the lowest of the compared OMol25 structures with the same formula, charge and spin is 7.2721 eV.

Geometry (Å):
N1 1.626 2.916 2.266
H1 0.711 2.888 2.932
H2 2.232 3.498 2.770
H3 1.653 3.150 1.198
H4 2.126 2.009 2.174
O1 0.949 0.804 0.200
H5 0.748 0.086 -0.406
C1 5.618 4.539 -1.337
O2 4.290 4.216 -1.463
C2 3.969 3.420 -0.353
C3 4.215 1.839 -0.653
N2 3.714 0.948 0.418
C4 4.448 -0.279 0.356
C5 3.388 -1.391 0.592
O3 4.052 -2.587 0.396
C6 3.578 -3.663 0.726
H6 5.790 5.208 -0.566
H7 6.066 5.064 -2.276
H8 6.279 3.610 -1.449
H9 2.992 3.718 -0.051
H10 4.374 3.747 0.629
H11 5.245 1.617 -0.630
H12 3.890 1.651 -1.634
H13 2.729 0.915 0.296
H14 5.143 -0.625 0.948
H15 4.971 -0.458 -0.637
H16 2.537 -1.389 -0.058
H17 3.004 -1.330 1.449
H18 3.892 -4.659 0.466
H19 2.550 -3.588 0.176
H20 3.220 -3.690 1.816
C7 1.684 5.425 5.274
O4 2.262 4.168 4.802
C8 2.669 3.420 5.864
C9 1.516 2.218 6.091
N3 1.706 1.346 4.967
C10 0.688 0.365 4.891
C11 0.873 -0.492 3.611
O5 0.001 -1.718 3.687
C12 0.000 -2.278 2.327
H21 0.793 5.416 6.015
H22 1.557 6.023 4.403
H23 2.307 6.087 5.934
H24 2.827 3.767 6.875
H25 3.743 3.029 5.515
H26 0.485 2.490 6.220
H27 1.601 1.859 6.959
H28 2.489 0.881 5.063
H29 -0.295 0.841 5.125
H30 1.016 -0.192 5.721
H31 1.893 -1.061 3.799
H32 0.793 0.095 2.692
H33 -0.342 -1.703 1.552
H34 -0.501 -3.133 2.431
H35 0.759 -2.577 1.908
C13 -3.685 0.666 2.557
O6 -3.311 2.032 2.701
C14 -2.027 2.380 2.100
C15 -2.207 2.484 0.532
N4 -0.919 2.976 0.145
C16 -1.019 3.212 -1.300
C17 0.384 3.715 -1.957
O7 0.235 4.100 -3.241
C18 1.320 3.725 -4.011
H36 -3.043 -0.039 3.117
H37 -3.611 0.508 1.499
H38 -4.600 0.518 2.711
H39 -1.484 1.639 2.315
H40 -1.623 3.340 2.327
H41 -2.588 3.479 0.345
H42 -2.607 1.789 -0.095
H43 -0.402 2.179 0.349
H44 -1.544 4.009 -1.592
H45 -1.573 2.395 -1.781
H46 0.966 2.709 -1.635
H47 0.853 4.506 -1.507
H48 2.226 4.101 -3.491
H49 1.093 4.286 -4.862
H50 1.333 2.842 -4.351
C19 -7.502 2.080 -5.132
O8 -6.510 1.280 -4.567
C20 -5.284 1.659 -5.085
C21 -4.117 0.511 -4.850
N5 -2.769 0.932 -4.650
C22 -1.767 -0.173 -4.669
C23 -0.327 0.274 -4.157
O9 0.585 -0.798 -4.166
C24 1.866 -0.524 -3.526
H51 -7.905 1.549 -5.997
H52 -7.159 3.114 -5.298
H53 -8.401 2.092 -4.669
H54 -4.875 2.594 -4.626
H55 -5.117 1.813 -6.370
H56 -3.974 -0.186 -5.767
H57 -4.428 -0.139 -4.097
H58 -2.681 1.648 -5.451
H59 -1.906 -0.364 -5.823
H60 -2.133 -0.939 -4.040
H61 -0.182 0.728 -3.229
H62 -0.109 1.112 -4.851
H63 1.395 -0.276 -2.644
H64 2.546 0.295 -3.740
H65 2.284 -1.381 -3.404
C25 -3.605 -9.767 1.059
O10 -2.242 -9.504 1.262
C26 -1.742 -8.186 1.377
C27 -1.311 -7.749 -0.054
N6 -0.823 -6.424 0.096
C28 -1.813 -5.387 -0.135
C29 -1.158 -4.097 -0.581
O11 -2.095 -3.116 -0.966
C30 -1.529 -1.839 -1.414
H66 -4.031 -9.171 0.122
H67 -4.395 -9.284 1.680
H68 -3.828 -10.813 0.989
H69 -0.976 -8.111 2.245
H70 -2.551 -7.391 1.579
H71 -2.060 -7.992 -0.799
H72 -0.408 -8.368 -0.429
H73 0.154 -6.320 -0.709
H74 -2.542 -5.379 0.841
H75 -2.433 -5.532 -0.796
H76 -0.243 -4.239 -1.318
H77 -0.736 -3.682 0.127
H78 -2.286 -1.083 -1.473
H79 -0.758 -1.987 -2.215
H80 -0.786 -1.520 -0.562


Record 2
Computed, not measured: the molecule C8H16N2SSi, with the ωB97M-V functional and the def2-TZVPD basis.

As for the highest occupied orbital energy: -7.82 eV. The electronic energy is -1111.6064 hartree. As for the net charge: 0. For the gap between HOMO and LUMO, the calculation gives 0.316 hartree. The LUMO energy comes out at 0.8 eV. The SMILES is CCN(c1cscn1)[Si](C)(C)C. The energy above the lowest of the compared OMol25 structures with the same formula, charge and spin is 0.0000 eV.

Geometry (Å):
C1 -0.858 -0.037 2.134
C2 0.617 1.488 3.350
C3 0.085 0.597 1.342
C4 -0.579 2.769 -0.754
C5 -1.867 -1.617 -1.094
C6 0.885 -2.504 0.366
C7 1.069 -0.970 -2.280
C8 0.589 1.689 -0.806
N1 0.932 1.453 2.048
N2 0.118 0.519 0.003
Si1 -0.017 -1.126 -0.724
S1 -0.570 0.326 3.771
H1 -1.461 -0.889 1.887
H2 1.018 2.215 4.094
H3 -0.595 2.924 0.297
H4 -0.181 3.705 -1.284
H5 -1.543 2.400 -1.032
H6 -2.071 -2.147 -2.015
H7 -2.468 -2.176 -0.373
H8 -2.466 -0.767 -1.342
H9 1.268 -2.094 1.341
H10 0.280 -3.272 0.885
H11 1.680 -3.065 -0.078
H12 0.568 -0.466 -3.060
H13 1.728 -0.207 -1.983
H14 1.430 -1.943 -2.581
H15 0.869 1.218 -1.815
H16 1.539 1.977 -0.298


Record 3
Computed, not measured: a structure of composition C62H77ClN4O4P2PtSi2, with the ωB97M-V functional and the def2-TZVPD basis.

Its multiplicity is 5. The expectation value of S² is 6.07. As for the highest occupied orbital energy (spin up / spin down): -7.60 / -8.22 eV. The electronic energy is -4769.6997 hartree. As for the net charge: 0. For the gap between HOMO and LUMO (spin up / spin down), the calculation gives 0.268 / 0.207 hartree. The LUMO energy (spin up / spin down) comes out at -0.3 / -2.6 eV.

Geometry (Å):
Pt1 -0.871 0.645 0.363
C1 -0.721 -2.538 -4.301
Si1 0.544 -3.134 -3.008
C2 2.200 -3.372 -3.934
C3 -0.001 -4.878 -2.437
N1 0.514 -1.996 -1.714
P1 1.625 -1.687 -0.630
C4 0.914 -0.534 0.500
P2 1.574 0.112 2.003
N2 0.334 1.014 2.483
Si2 -0.062 1.695 4.036
C5 -0.369 0.394 5.415
C6 -1.666 2.699 4.006
C7 1.333 2.849 4.698
C8 2.240 -0.990 3.312
C9 2.750 -0.370 4.450
C10 3.193 -1.127 5.518
C11 3.177 -2.512 5.450
C12 2.708 -3.134 4.306
C13 2.223 -2.373 3.255
C14 3.067 1.131 1.696
C15 2.846 2.438 1.283
C16 3.913 3.291 1.073
C17 5.207 2.835 1.268
C18 5.430 1.526 1.664
C19 4.365 0.668 1.871
C20 2.146 -3.247 0.176
C21 1.081 -4.098 0.462
C22 1.301 -5.324 1.061
C23 2.598 -5.727 1.345
C24 3.662 -4.886 1.061
C25 3.441 -3.639 0.500
C26 3.153 -0.939 -1.320
C27 3.209 0.447 -1.385
C28 4.272 1.081 -2.000
C29 5.293 0.332 -2.562
C30 5.231 -1.053 -2.526
C31 4.161 -1.686 -1.920
H1 -1.208 -3.389 -4.765
H2 -0.250 -1.967 -5.092
H3 -1.473 -1.913 -3.837
H4 2.049 -3.892 -4.874
H5 2.899 -3.958 -3.346
H6 2.667 -2.417 -4.153
H7 -0.191 -5.525 -3.287
H8 -0.917 -4.815 -1.860
H9 0.750 -5.360 -1.819
H10 -1.381 0.003 5.354
H11 -0.289 0.895 6.375
H12 0.319 -0.446 5.428
H13 -1.862 3.184 3.062
H14 -1.631 3.458 4.781
H15 -2.529 2.076 4.200
H16 1.691 2.501 5.663
H17 0.940 3.850 4.843
H18 2.187 2.929 4.033
H19 2.781 0.707 4.496
H20 3.550 -0.632 6.410
H21 3.535 -3.094 6.286
H22 2.715 -4.212 4.231
H23 1.836 -2.861 2.381
H24 1.825 2.762 1.140
H25 3.740 4.310 0.762
H26 6.044 3.495 1.102
H27 6.438 1.173 1.822
H28 4.549 -0.352 2.182
H29 0.083 -3.777 0.194
H30 0.469 -5.974 1.296
H31 2.782 -6.693 1.789
H32 4.672 -5.203 1.278
H33 4.272 -2.975 0.317
H34 2.401 1.027 -0.956
H35 4.299 2.160 -2.055
H36 6.126 0.818 -3.048
H37 6.011 -1.647 -2.983
H38 4.095 -2.764 -1.933
C32 -3.325 -1.189 2.711
C33 -2.035 -1.611 2.003
C34 -1.137 -2.350 2.987
C35 -2.395 -2.424 0.786
C36 -2.452 -3.804 0.897
C37 -2.983 -4.582 -0.112
C38 -3.558 -3.962 -1.201
C39 -3.528 -2.583 -1.358
C40 -4.339 -1.976 -2.479
C41 -4.344 -2.794 -3.771
C42 -5.793 -1.833 -1.995
C43 -2.828 -1.801 -0.404
N3 -2.531 -0.460 -0.653
C44 -3.443 0.360 -1.056
C45 -3.324 1.649 -1.670
C46 -4.530 2.147 -2.193
C47 -4.600 3.302 -2.934
C48 -3.431 4.029 -3.169
C49 -2.249 3.617 -2.624
C50 -2.136 2.438 -1.823
N4 -0.969 2.142 -1.252
C51 0.117 3.014 -1.422
C52 0.335 4.042 -0.469
C53 1.372 4.940 -0.668
C54 2.196 4.859 -1.775
C55 1.983 3.856 -2.696
C56 0.954 2.931 -2.555
C57 0.816 1.964 -3.714
C58 0.247 0.592 -3.397
C59 0.005 2.597 -4.854
C60 -0.591 4.213 0.715
C61 -1.872 4.942 0.291
C62 0.030 5.010 1.865
H39 -3.090 -0.551 3.558
H40 -3.870 -2.063 3.067
H41 -3.980 -0.632 2.047
H42 -1.507 -0.675 1.682
H43 -1.674 -3.164 3.473
H44 -0.799 -1.667 3.758
H45 -0.269 -2.758 2.478
H46 -2.105 -4.287 1.796
H47 -2.994 -5.656 -0.017
H48 -4.060 -4.574 -1.931
H49 -3.931 -0.989 -2.722
H50 -4.913 -3.711 -3.656
H51 -3.333 -3.036 -4.073
H52 -4.813 -2.215 -4.564
H53 -6.235 -2.822 -1.879
H54 -6.383 -1.281 -2.724
H55 -5.874 -1.329 -1.033
H56 -4.477 0.046 -0.949
H57 -5.431 1.581 -2.011
H58 -5.546 3.646 -3.324
H59 -3.462 4.924 -3.773
H60 -1.368 4.221 -2.771
H61 1.528 5.740 0.035
H62 2.987 5.578 -1.923
H63 2.604 3.805 -3.579
H64 1.834 1.816 -4.097
H65 -0.835 0.610 -3.323
H66 0.645 0.188 -2.471
H67 0.519 -0.088 -4.198
H68 -1.055 2.611 -4.610
H69 0.132 2.011 -5.762
H70 0.332 3.616 -5.048
H71 -0.873 3.215 1.082
H72 -1.632 5.838 -0.278
H73 -2.438 5.234 1.170
H74 -2.526 4.316 -0.303
H75 0.080 6.065 1.608
H76 1.022 4.659 2.133
H77 -0.601 4.920 2.742
O1 -4.634 3.187 0.738
Cl1 -4.273 2.049 1.501
O2 -4.493 2.251 2.878
O3 -5.016 0.918 1.046
O4 -2.863 1.785 1.281


Record 4
Computed, not measured: a cluster of 5 separate species, C5H12N2O in total, with the ωB97M-V functional and the def2-TZVPD basis.

As for the highest occupied orbital energy: -8.16 eV. The electronic energy is -382.3221 hartree. As for the net charge: 0. For the gap between HOMO and LUMO, the calculation gives 0.326 hartree. The LUMO energy comes out at 0.7 eV. The energy above the lowest of the compared OMol25 structures with the same formula, charge and spin is 4.9090 eV.

Geometry (Å):
C1 -1.952 -1.375 -0.893
C2 -0.874 2.072 0.566
C3 -1.759 1.026 1.023
O1 -1.253 -0.346 -0.914
N1 -2.490 0.355 1.626
H1 -2.763 -1.084 1.197
H2 -1.444 -2.351 -0.819
H3 -2.740 -1.731 0.591
H4 -2.888 -1.406 -1.474
H5 0.160 1.785 0.772
H6 -0.982 2.192 -0.511
H7 -1.113 3.005 1.078
N2 1.571 -0.316 0.556
C4 2.290 -0.052 -0.599
C5 3.607 -0.182 -0.766
H8 0.591 -0.544 0.417
H9 2.049 -0.878 1.245
H10 1.668 0.302 -1.414
H11 4.063 0.030 -1.719
H12 4.259 -0.502 0.036


Record 5
Computed, not measured: a structure of composition C26H54AlBr2ClKN4O9P2, with the ωB97M-V functional and the def2-TZVPD basis.

As for the highest occupied orbital energy: -7.74 eV. The electronic energy is -9051.9245 hartree. As for the net charge: +1. For the gap between HOMO and LUMO, the calculation gives 0.076 hartree. The LUMO energy comes out at -5.7 eV.

Geometry (Å):
C1 5.387 1.570 -1.798
C2 4.751 1.357 -3.166
O1 4.847 0.295 -3.722
O2 4.120 2.462 -3.697
C3 2.957 2.142 -4.435
P1 1.513 3.171 -3.874
C4 0.294 2.160 -3.029
C5 -1.055 2.679 -3.058
C6 -2.007 1.928 -2.260
C7 -1.463 0.841 -1.647
C8 -0.128 0.424 -1.752
N1 0.763 1.115 -2.443
P2 2.051 4.696 -2.352
N2 2.878 5.993 -3.125
O3 3.053 3.884 -1.333
H1 5.579 0.613 -1.315
H2 4.767 2.178 -1.138
H3 6.353 2.055 -1.991
H4 3.164 2.340 -5.494
H5 2.640 1.097 -4.364
H6 0.945 3.853 -4.975
H7 -1.330 3.605 -3.550
H8 -3.035 2.235 -2.137
H9 -2.119 0.244 -1.015
H10 0.241 -0.445 -1.219
H11 2.208 6.346 -3.824
H12 2.961 6.713 -2.409
H13 2.906 4.260 -0.451
C9 -3.616 -1.766 0.390
O4 -2.512 -1.373 0.106
N3 -4.078 -3.017 0.107
C10 -5.414 -3.436 0.454
C11 -3.175 -3.949 -0.576
H14 -4.358 -1.129 0.898
H15 -5.349 -4.303 1.128
H16 -5.946 -3.714 -0.465
H17 -5.960 -2.640 0.953
H18 -2.284 -4.099 0.034
H19 -2.875 -3.520 -1.533
H20 -3.662 -4.901 -0.745
Br1 -1.230 0.989 -4.621
C12 2.641 -0.769 6.868
C13 1.496 -1.700 6.498
C14 1.788 -2.628 5.318
C15 2.112 -2.023 3.960
N4 1.029 -1.262 3.248
C16 0.887 0.179 3.720
C17 2.074 0.912 3.161
C18 2.433 0.180 1.845
C19 1.532 -1.038 1.805
C20 -0.273 -2.022 3.161
C21 -1.298 -1.769 4.280
C22 -1.661 -3.008 5.109
H21 2.921 -0.112 6.037
H22 2.361 -0.140 7.708
H23 3.540 -1.354 7.184
H24 0.593 -1.113 6.327
H25 1.278 -2.325 7.369
H26 0.982 -3.356 5.211
H27 2.660 -3.235 5.592
H28 2.366 -2.852 3.297
H29 2.987 -1.379 4.012
H30 -0.038 0.568 3.287
H31 0.837 0.223 4.803
H32 2.936 0.854 3.851
H33 1.839 2.014 3.009
H34 3.495 -0.102 1.853
H35 2.277 0.785 0.974
H36 2.016 -1.948 1.455
H37 0.667 -0.819 1.180
H38 -0.019 -3.077 3.046
H39 -0.737 -1.704 2.230
H40 -2.218 -1.443 3.790
H41 -1.021 -0.953 4.942
H42 -1.661 -3.916 4.503
H43 -2.657 -2.891 5.537
H44 -0.979 -3.148 5.947
Cl1 4.088 -2.149 9.247
O5 5.995 4.777 -3.289
H45 5.279 4.148 -3.147
H46 5.559 5.530 -3.703
K1 -5.358 -5.619 -0.388
Br2 0.962 2.390 1.475
Al1 5.060 -2.136 6.735
C23 -4.634 -0.917 -4.529
C24 -5.217 -2.301 -4.296
C25 -5.833 -2.865 -5.566
O6 -6.215 -2.238 -3.263
H47 -5.414 -0.219 -4.843
H48 -4.203 -0.520 -3.608
H49 -3.858 -0.936 -5.293
H50 -4.432 -2.974 -3.939
H51 -6.650 -2.229 -5.914
H52 -6.255 -3.855 -5.384
H53 -5.092 -2.944 -6.362
H54 -6.914 -1.647 -3.566
C26 0.775 7.519 -5.716
O7 0.388 7.148 -4.599
O8 0.055 8.095 -6.573
O9 1.949 7.363 -6.156


Record 6
Computed, not measured: a structure of composition C4H6N2O2, with the ωB97M-V functional and the def2-TZVPD basis.

As for the highest occupied orbital energy: -7.27 eV. The electronic energy is -415.8102 hartree. As for the net charge: 0. For the gap between HOMO and LUMO, the calculation gives 0.272 hartree. The LUMO energy comes out at 0.1 eV. The energy above the lowest of the compared OMol25 structures with the same formula, charge and spin is 6.2703 eV.

Geometry (Å):
C1 -0.667 1.621 0.009
C2 -0.861 -0.888 0.217
C3 0.202 -1.841 -0.075
C4 1.188 -0.219 -0.008
H1 0.260 2.266 -0.721
H2 -0.564 1.937 1.303
H3 -1.664 1.740 -0.670
H4 -2.375 0.252 -0.239
H5 -0.020 -2.953 0.002
H6 3.032 -0.358 0.171
N1 -0.081 0.187 -0.179
N2 1.439 -1.491 -0.064
O1 -2.211 -0.781 0.111
O2 2.322 0.529 0.144


Record 7
Computed, not measured: a structure of composition C12H13AlBrN2O3, with the ωB97M-V functional and the def2-TZVPD basis.

As for the highest occupied orbital energy: -19.19 eV. The electronic energy is -3615.0051 hartree. As for the net charge: +3. For the gap between HOMO and LUMO, the calculation gives 0.141 hartree. The LUMO energy comes out at -15.4 eV.

Geometry (Å):
C1 -3.826 -1.332 0.802
C2 -2.750 -2.417 1.466
C3 -1.202 -2.175 0.962
C4 -0.929 -0.545 1.069
O1 0.461 -0.198 1.406
C5 1.170 0.326 0.225
C6 2.354 -0.482 -0.581
N1 2.745 -1.857 -0.071
C7 3.125 0.118 -1.925
C8 2.657 1.612 -2.513
Br1 3.441 2.457 -4.148
C9 1.468 2.367 -1.675
C10 0.714 1.803 -0.333
C11 -0.434 2.843 0.207
O2 -1.374 2.645 1.144
N2 -0.116 4.096 -0.608
C12 0.688 3.793 -1.890
O3 0.630 4.644 -2.924
H1 -3.588 -1.154 -0.331
H2 -4.884 -1.864 0.875
H3 -3.845 -0.302 1.382
H4 -3.069 -3.483 1.102
H5 -2.796 -2.254 2.624
H6 -1.133 -2.464 -0.191
H7 -0.399 -2.815 1.527
H8 -1.301 -0.093 0.034
H9 -1.611 -0.021 1.895
H10 2.438 -2.008 0.919
H11 3.791 -1.993 -0.063
H12 3.976 -0.518 -2.432
H13 0.453 4.730 0.027
Al1 3.145 -3.455 2.019